Computed, not measured: 12 unconnected molecules or ions with the total composition C60H140N4O12, with ωB97M-V/def2-TZVPD.

HOMO level, eV: -8.09
Strongest force on any atom, eV/Å: 3.73
ΔE to the lowest compared entry with this formula, charge and spin, kJ/mol: 295.51
HOMO-LUMO gap, eV: 8.369
SMILES: CC1(C)CCCC(C)(C)N1O.CC1(C)CCCC(C)(C)N1O.CC1(C)CCCC(C)(C)N1O.CC1(C)CCCC(C)(C)N1O.CC(C)O.CC(C)O.CC(C)O.CC(C)O.CC(C)O.CC(C)O.CC(C)O.CC(C)O

Each line ends with the Löwdin charge.
Element x y z (Å)
C 26.01945 15.19483 17.21496  -0.035
C 26.75192 13.96496 17.80528  -0.497
C 26.87082 12.86747 16.68362  -0.008
C 28.13772 14.48481 18.11075  -0.162
C 28.98343 13.68713 19.09583  -0.191
C 28.17595 13.35307 20.36536  -0.123
C 26.72912 12.75554 20.11564  -0.422
C 26.91441 11.27295 19.76312  -0.034
C 25.91863 12.84753 21.44617  -0.026
N 26.08425 13.60903 19.02344  -0.117
O 24.82658 13.13986 18.80482  -0.007
H 26.01274 16.01155 17.93678  0.084
H 26.47294 15.62282 16.32093  0.087
H 24.96496 14.99504 17.02459  0.076
H 27.19131 13.21875 15.70280  0.090
H 27.52958 12.06250 17.00945  0.071
H 25.93038 12.35263 16.48712  0.055
H 28.78810 14.64774 17.25134  0.125
H 28.29772 15.44433 18.60250  0.118
H 29.37122 12.77175 18.64884  0.099
H 29.85537 14.28712 19.35628  0.110
H 28.17933 14.29679 20.91080  0.110
H 28.69234 12.71814 21.08529  0.112
H 25.96661 10.82420 19.46578  0.058
H 27.36171 10.78213 20.62749  0.080
H 27.68276 11.18374 18.99515  0.073
H 25.78181 13.89739 21.70536  0.076
H 26.46945 12.32790 22.23018  0.072
H 24.90813 12.45330 21.33867  0.062
H 24.29888 13.93514 18.90806  0.106
C 17.74807 4.38471 15.10058  -0.038
C 17.51853 5.10222 16.47886  -0.491
C 16.04524 5.45222 16.54673  -0.053
C 17.78917 4.06151 17.55630  -0.146
C 19.28094 3.69332 17.74343  -0.158
C 20.09374 4.96172 18.03261  -0.122
C 19.83158 6.16466 17.05628  -0.478
C 20.39244 7.39100 17.80045  -0.022
C 20.57898 5.98197 15.78810  -0.038
N 18.37872 6.30063 16.73095  -0.115
O 18.06216 7.44145 16.03599  -0.003
H 17.87601 5.17933 14.36552  0.080
H 18.58155 3.69145 14.98750  0.068
H 16.85661 3.93443 14.66397  0.076
H 15.28653 4.68318 16.40170  0.088
H 15.75257 5.86449 17.51239  0.083
H 15.85458 6.14641 15.72828  0.083
H 17.23352 4.34858 18.44903  0.113
H 17.32713 3.13084 17.22695  0.117
H 19.34786 3.00534 18.58622  0.105
H 19.71096 3.17920 16.88385  0.104
H 21.12414 4.64223 17.87669  0.113
H 20.05996 5.28283 19.07370  0.083
H 19.75052 7.82458 18.56730  0.070
H 20.52232 8.18255 17.06244  0.084
H 21.37514 7.24827 18.24991  0.059
H 21.65378 5.92627 15.96070  0.072
H 20.42160 6.84640 15.14304  0.091
H 20.21959 5.13239 15.20745  0.075
H 17.63790 7.96171 16.72224  0.088
C 23.31631 13.21369 25.18135  -0.018
C 24.15995 13.75349 26.33263  -0.478
C 23.71040 13.25845 27.74067  -0.011
C 25.60131 13.25095 26.14718  -0.152
C 26.33607 13.82169 24.97956  -0.210
C 26.38134 15.30936 25.21706  -0.133
C 24.98175 15.99566 25.40711  -0.465
C 25.25581 17.44772 25.92493  -0.034
C 24.26614 16.14598 24.05200  -0.034
N 24.21034 15.22620 26.39065  -0.109
O 23.02725 15.85577 26.84488  -0.002
H 22.29412 13.58322 25.26306  0.069
H 23.52135 13.40704 24.12841  0.077
H 23.12533 12.14754 25.30362  0.070
H 24.23790 13.67517 28.59869  0.092
H 22.66531 13.55023 27.84435  0.075
H 23.78881 12.17628 27.63653  0.071
H 26.27259 13.33082 27.00223  0.129
H 25.57638 12.18153 25.93781  0.109
H 27.36015 13.46082 24.88379  0.114
H 25.98452 13.59447 23.97314  0.072
H 26.91725 15.77136 24.38792  0.120
H 27.04306 15.47792 26.06665  0.116
H 26.03717 17.29446 26.66930  0.071
H 24.38799 17.96094 26.33914  0.078
H 25.80755 18.16761 25.32040  0.079
H 23.22707 16.46680 24.12620  0.072
H 24.35012 15.26925 23.40983  0.055
H 24.81234 16.93160 23.52992  0.084
H 22.41823 15.90062 26.10415  0.083
C 25.93082 10.04363 14.30826  -0.048
C 25.31941 8.77993 14.91329  -0.480
C 23.81667 8.72375 14.54315  -0.022
C 26.08478 7.56716 14.31643  -0.129
C 25.83323 6.30013 15.11081  -0.193
C 26.12382 6.53174 16.63256  -0.118
C 25.44111 7.77477 17.24303  -0.485
C 24.01160 7.34091 17.57001  -0.033
C 26.27122 8.11683 18.56167  -0.019
N 25.55716 8.88993 16.36502  -0.098
O 24.90389 10.03688 16.89852  -0.013
H 25.37777 10.93434 14.60638  0.073
H 26.97811 10.11515 14.60183  0.087
H 25.89882 10.16320 13.22531  0.084
H 23.61207 8.97220 13.50177  0.081
H 23.36838 7.74176 14.69426  0.058
H 23.20914 9.47375 15.04963  0.084
H 25.82858 7.41524 13.26793  0.126
H 27.15506 7.61245 14.51783  0.119
H 24.80078 5.98349 14.96291  0.091
H 26.35236 5.42593 14.71791  0.109
H 27.20675 6.45305 16.72826  0.116
H 25.69920 5.64013 17.09389  0.112
H 24.03034 6.57212 18.34248  0.086
H 23.48094 6.93105 16.71065  0.055
H 23.44530 8.16087 18.01168  0.070
H 25.75766 8.77630 19.26127  0.045
H 27.26768 8.52270 18.38722  0.079
H 26.63937 7.28833 19.16680  0.076
H 25.65410 10.60720 17.08164  0.051
C 18.00134 9.79083 20.19973  -0.072
C 18.40913 10.92891 19.29603  -0.503
C 17.58378 10.94451 17.98477  -0.021
O 18.27808 12.08590 20.05708  -0.045
H 16.96897 9.99304 20.48506  0.092
H 18.56543 9.72091 21.12979  0.061
H 17.86792 8.87901 19.61761  0.060
H 19.47887 10.78946 19.14004  0.114
H 16.50644 10.85882 18.12656  0.083
H 17.91871 10.13026 17.34219  0.059
H 17.80970 11.88633 17.48475  0.080
H 18.44992 11.95781 20.99285  0.045
C 23.05337 9.57393 21.09436  -0.019
C 22.19281 10.48032 22.00329  -0.435
C 21.72090 11.69712 21.13551  -0.013
O 21.03376 9.80351 22.39299  -0.068
H 23.45992 8.77172 21.71020  0.046
H 23.95011 10.05917 20.70899  0.065
H 22.47419 9.15480 20.27155  0.081
H 22.72135 10.94456 22.83589  0.126
H 21.21858 11.30979 20.24908  0.073
H 22.57300 12.27903 20.78426  0.066
H 21.09817 12.38168 21.71142  0.057
H 21.20173 9.20546 23.12493  0.054
C 22.90428 5.04191 23.53514  -0.039
C 22.31634 6.03119 22.61260  -0.492
C 21.62387 5.46563 21.39041  -0.042
O 21.36247 6.84580 23.27494  -0.083
H 22.19144 4.57578 24.21534  0.093
H 23.71118 5.54761 24.06551  0.079
H 23.37939 4.23276 22.98048  0.087
H 23.07537 6.75235 22.30945  0.122
H 20.85102 4.72190 21.58448  0.088
H 22.47147 5.08999 20.81721  0.091
H 21.18008 6.34798 20.92932  0.065
H 20.51551 6.41334 23.40621  0.056
C 21.32303 8.08864 26.35872  -0.039
C 22.52948 8.98463 26.03478  -0.442
C 23.80905 8.45324 26.71468  -0.059
O 22.76297 8.84805 24.62566  -0.077
H 21.40164 7.03155 26.10480  0.086
H 20.58417 8.48778 25.66384  0.053
H 20.88743 8.34030 27.32568  0.087
H 22.42661 9.98970 26.44387  0.122
H 24.70185 9.00723 26.42467  0.055
H 24.00827 7.44112 26.36248  0.075
H 23.72237 8.53526 27.79813  0.081
H 22.51215 7.96348 24.34956  0.039
C 17.96838 8.05210 23.56253  -0.039
C 17.88852 6.65336 23.01293  -0.543
C 18.28045 6.64326 21.55546  -0.048
O 18.65976 5.82472 23.74343  -0.022
H 17.75373 7.99561 24.62968  0.093
H 17.36369 8.78439 23.02754  0.090
H 19.01410 8.34843 23.48041  0.066
H 16.85040 6.33619 23.11193  0.140
H 17.47365 7.14317 21.01949  0.082
H 18.47703 5.65105 21.14930  0.074
H 19.26272 7.07397 21.36116  0.066
H 18.72390 4.93944 23.37771  0.113
C 19.12564 16.27796 21.36331  -0.053
C 20.19193 15.22090 21.60716  -0.519
C 21.60189 15.86502 21.45984  -0.038
O 20.09673 14.61406 22.83424  -0.048
H 18.12672 15.85452 21.46788  0.077
H 19.18108 16.64889 20.33986  0.076
H 19.21790 17.15515 22.00373  0.080
H 20.09895 14.41410 20.88016  0.125
H 22.41895 15.14634 21.52324  0.056
H 21.75095 16.50741 22.32771  0.065
H 21.70102 16.35748 20.49250  0.078
H 19.52885 13.84011 22.84450  0.048
C 19.93884 11.53302 25.16069  -0.025
C 18.66628 11.54144 24.31585  -0.441
C 17.71807 12.68614 24.66307  -0.026
O 19.07786 11.66331 22.94111  -0.096
H 20.59747 12.31590 24.78465  0.072
H 20.45809 10.58041 25.05582  0.051
H 19.70917 11.62870 26.22192  0.091
H 18.22429 10.55285 24.44008  0.111
H 17.66002 12.44627 25.72477  0.076
H 16.70448 12.54720 24.28701  0.081
H 18.05159 13.71298 24.51323  0.082
H 19.78551 11.04004 22.76121  0.022
C 25.98614 8.55684 23.40188  -0.043
C 27.50502 8.75715 23.62248  -0.464
C 27.90583 9.63662 24.86472  -0.036
O 28.18962 7.52389 23.74246  -0.051
H 25.60593 9.53882 23.12036  0.071
H 25.52237 8.25542 24.34112  0.053
H 25.74314 7.85271 22.60611  0.077
H 27.82751 9.22069 22.69015  0.117
H 28.97541 9.77882 25.01928  0.080
H 27.40509 9.37598 25.79716  0.072
H 27.52281 10.63052 24.63330  0.053
H 28.06589 7.33554 24.67563  0.078